1.
{"formula": "C3H7N3O", "method": "the ωB97M-V functional and the def2-TZVPD basis", "orbital_gap_ev": [7.901, 7.897], "relative_energy_kcal_mol": 155.2, "e_tot_ha": -357.10920, "total_charge": 2, "species": ["C", "C", "C", "N", "N", "N", "O", "H", "H", "H", "H", "H", "H", "H"], "xyz": [[-0.34324, 1.52677, 0.92353], [-0.24030, -0.74295, -0.06161], [-0.28334, 2.88349, 1.22312], [-0.39864, 0.43768, 0.47536], [-0.85373, -1.82658, 0.10268], [1.23925, -1.08073, -1.37511], [1.13026, -2.41204, -1.45036], [-0.29191, 2.62352, 2.37910], [-1.22748, 3.48252, 1.20344], [0.61455, 3.36890, 0.86403], [-1.17851, -2.32431, 0.93750], [-0.48148, -2.59636, -0.63469], [1.06413, -0.55777, -2.24624], [1.25043, -2.78214, -2.34075]]}

2.
{"formula": "C30H40BrGeN5OSSeV", "method": "the ωB97M-V functional and the def2-TZVPD basis", "orbital_gap_ev": [4.742, 4.720], "relative_energy_kcal_mol": 460.5, "e_tot_ha": -9909.96207, "multiplicity": 4, "s_squared": 3.77, "total_charge": -2, "species": ["V", "C", "C", "N", "N", "C", "N", "S", "C", "C", "C", "C", "C", "N", "H", "H", "H", "H", "H", "H", "H", "H", "H", "Br", "C", "C", "C", "C", "C", "C", "C", "C", "C", "C", "H", "H", "H", "H", "H", "H", "C", "Ge", "C", "C", "C", "Se", "C", "H", "H", "H", "H", "H", "H", "H", "H", "H", "H", "H", "H", "H", "H", "C", "C", "C", "C", "C", "C", "N", "H", "H", "H", "H", "H", "H", "H", "H", "C", "O", "H", "H", "H"], "xyz": [[0.02653, 1.30301, -0.65290], [3.11471, -1.26811, -1.88199], [1.77955, -1.11860, -1.11466], [1.50959, 0.01610, -0.52133], [2.24746, 1.12587, -0.58787], [3.34653, 1.43693, -0.06381], [3.55313, 2.81506, 0.02156], [4.61317, 0.61464, 0.68747], [0.76195, -2.06459, -1.31196], [0.69616, -3.31648, -1.90073], [-0.38819, -4.27545, -1.91593], [-1.54755, -3.91302, -1.22510], [-1.51042, -2.62004, -0.72917], [-0.50403, -1.68425, -0.57215], [3.85097, -1.42675, -1.12737], [3.32215, -0.27447, -2.17835], [3.05359, -2.10356, -2.85191], [2.84780, 3.46735, -0.05696], [4.40207, 3.14520, 0.06321], [1.52984, -3.12521, -2.75959], [-0.15081, -5.29553, -2.51241], [-2.78014, -4.29428, -1.38321], [-2.46664, -2.45501, 0.08323], [0.55705, 1.43086, 1.90315], [0.09555, 3.27777, 1.68005], [-0.20870, 3.95564, 2.83897], [-0.47503, 5.31976, 2.91779], [-0.28643, 6.00961, 1.76988], [-0.07871, 5.32850, 0.49950], [-0.14195, 5.96999, -0.71696], [-0.23958, 5.35356, -1.92047], [-0.03705, 3.95207, -2.06677], [0.13709, 3.33192, -0.85665], [0.02172, 3.92421, 0.48778], [-0.26064, 3.42115, 3.68484], [-0.66654, 5.67335, 4.01227], [-0.25947, 7.17160, 1.63689], [-0.44131, 6.96784, -0.64011], [-0.63974, 5.98731, -2.77259], [-0.17857, 3.35239, -3.00887], [-2.26039, -5.19336, 2.92337], [-0.41630, -4.40277, 2.70273], [0.10944, -5.03837, 4.55364], [1.01772, -5.15416, 1.80113], [-0.65774, -2.35270, 2.69811], [-1.82642, -1.80920, 4.17045], [-2.73599, -0.33470, 3.19168], [-3.13105, -5.42539, 1.84552], [-3.00651, -4.63670, 3.80220], [-2.08313, -6.29168, 3.55815], [-0.25000, -6.01219, 4.87182], [-0.11243, -4.64386, 5.60411], [1.54714, -5.21462, 4.76082], [1.29224, -6.25611, 2.26936], [0.82047, -5.72137, 0.63488], [3.34826, -6.02123, 6.97422], [-1.06643, -2.20622, 1.88388], [0.36535, -2.18467, 3.32239], [-2.49089, 0.03066, 2.30012], [-2.88464, 0.43921, 4.07732], [-3.93124, -0.91978, 3.06010], [-1.88052, -0.22756, -2.99952], [-0.59236, 0.16341, -3.56048], [0.01983, -0.17676, -4.74196], [1.19466, 0.52420, -4.81893], [1.19536, 1.35205, -3.58821], [2.14079, 2.41229, -3.22961], [0.09183, 1.07428, -2.86314], [-2.15489, 0.10022, -2.06895], [-1.96858, -1.14069, -3.04289], [-2.86976, 0.26726, -3.81929], [-0.47716, -0.86050, -5.29989], [2.03984, 0.56641, -5.43557], [3.10138, 1.92178, -3.00245], [1.85441, 2.86162, -2.17277], [2.18801, 3.15242, -4.00512], [-2.70083, 2.43583, -0.23595], [-1.70283, 1.48018, -0.06837], [-3.08447, 2.70788, -1.37461], [-2.42713, 3.38976, 0.12653], [-3.82008, 2.22884, 0.23845]]}

3.
{"formula": "BaCl8O32Pb", "method": "the ωB97M-V functional and the def2-TZVPD basis", "orbital_gap_ev": 3.231, "relative_energy_kcal_mol": 0.0, "e_tot_ha": -6305.30858, "total_charge": -4, "species": ["Ba", "Pb", "Cl", "O", "O", "O", "O", "Cl", "O", "O", "O", "O", "Cl", "O", "O", "O", "O", "Cl", "O", "O", "O", "O", "Cl", "O", "O", "O", "O", "Cl", "O", "O", "O", "O", "Cl", "O", "O", "O", "O", "Cl", "O", "O", "O", "O"], "xyz": [[-0.49936, -0.66275, 0.46174], [-0.84398, 3.94544, -0.89855], [2.61363, 2.59772, -1.67390], [2.74165, 2.37533, -3.07271], [3.95607, 2.20654, -1.16604], [2.05471, 3.85426, -1.29356], [1.54750, 1.65313, -1.17620], [-0.03739, 3.00562, 3.25142], [0.95543, 2.56460, 4.08337], [0.30180, 4.47199, 3.28852], [0.01252, 2.74413, 1.82413], [-1.30512, 2.72295, 3.69080], [3.66483, -2.82077, 2.38700], [4.19737, -3.41568, 3.62784], [2.49918, -2.06293, 2.52024], [4.55368, -1.93039, 1.66568], [3.21983, -3.65371, 1.33586], [-3.61768, 1.04761, 0.22541], [-4.21622, 0.55776, -0.92084], [-3.09878, -0.03856, 0.86898], [-2.45159, 1.85703, 0.02471], [-4.58575, 1.72911, 1.04318], [-1.78406, -1.30281, 4.78556], [-1.10747, -1.41545, 6.04480], [-2.54455, -0.10468, 4.83922], [-0.71411, -1.33288, 3.75509], [-2.63753, -2.54556, 4.52979], [-2.69022, -3.11483, -2.38168], [-3.86072, -2.58907, -1.77759], [-1.58526, -2.42371, -1.67850], [-2.54379, -4.52116, -2.00815], [-2.60353, -2.98942, -3.87177], [2.64615, -1.76134, -2.10230], [1.93946, -1.19249, -3.22329], [1.67106, -1.86079, -0.97303], [3.36979, -2.99588, -2.35095], [3.76151, -0.90643, -1.78901], [-0.61874, 1.65700, -4.38599], [-0.82712, 0.80717, -3.21679], [-1.64326, 1.56168, -5.33432], [-0.47868, 3.00571, -4.06467], [0.58873, 1.27650, -4.89349]]}

4.
{"formula": "C38H42IMnN12O2S", "method": "the ωB97M-V functional and the def2-TZVPD basis", "orbital_gap_ev": [4.170, 5.059], "relative_energy_kcal_mol": 139.2, "e_tot_ha": -4127.41616, "multiplicity": 6, "s_squared": 8.84, "total_charge": 1, "species": ["Mn", "C", "C", "N", "C", "C", "C", "O", "C", "C", "N", "C", "C", "C", "C", "C", "C", "I", "C", "O", "H", "H", "H", "H", "H", "H", "H", "H", "H", "H", "H", "H", "S", "N", "C", "C", "C", "C", "C", "N", "C", "C", "N", "C", "C", "C", "C", "C", "N", "H", "H", "H", "H", "H", "H", "C", "N", "C", "C", "N", "C", "C", "N", "C", "C", "N", "C", "N", "C", "C", "C", "N", "C", "H", "H", "H", "H", "H", "H", "H", "H", "H", "H", "H", "H", "H", "H", "H", "H", "H", "H", "H", "H", "H", "H", "H", "H"], "xyz": [[-0.92010, -0.44580, -0.00598], [3.83188, 2.31489, 0.27909], [3.74154, 0.83522, -0.02974], [4.92905, 0.27492, -0.26499], [4.99042, -1.02338, -0.54210], [3.89339, -1.84884, -0.65035], [4.10692, -3.30840, -0.96077], [3.61967, -3.69886, -2.24814], [2.60146, -1.30115, -0.44638], [1.49421, -2.20096, -0.67411], [0.19229, -2.12723, -0.36559], [-0.55340, -3.25077, -0.55699], [-0.00572, -4.55330, -0.58367], [-0.79830, -5.65802, -0.72141], [-2.21820, -5.54990, -0.85819], [-2.79396, -4.33707, -0.85029], [-2.03253, -3.08182, -0.67985], [-4.32461, -1.42406, 1.28204], [2.57767, 0.06509, -0.09740], [1.29996, 0.54720, 0.21295], [4.88948, 2.55197, 0.35319], [3.35154, 2.59322, 1.21769], [3.40487, 2.92211, -0.52212], [5.99188, -1.42436, -0.67960], [3.57955, -3.92929, -0.23885], [5.16910, -3.53834, -0.86852], [4.21094, -3.35119, -2.92188], [1.79114, -3.08323, -1.21771], [1.05628, -4.70348, -0.43669], [-0.33320, -6.63741, -0.70168], [-2.82174, -6.44670, -0.93695], [-3.87374, -4.23283, -0.90553], [-3.79159, 3.33244, 5.71402], [-2.89165, 1.98940, 5.71271], [-2.61860, 1.72835, 4.45360], [-1.84706, 0.59380, 3.97438], [-1.38827, -0.42498, 4.77688], [-0.71318, -1.50783, 4.19423], [-0.52889, -1.51330, 2.83196], [-0.94640, -0.53559, 2.02087], [-1.63301, 0.52411, 2.57181], [-2.16861, 1.46216, 1.67790], [-1.95623, 1.22235, 0.32689], [-2.61446, 1.99262, -0.55905], [-3.42044, 3.04265, -0.20844], [-3.60472, 3.32968, 1.16313], [-2.98694, 2.54251, 2.10151], [-3.17642, 2.68168, 3.53752], [-3.85792, 3.63747, 4.12767], [-1.57985, -0.38399, 5.84219], [-0.36195, -2.33991, 4.78906], [-0.02159, -2.34299, 2.35160], [-2.47286, 1.74005, -1.60430], [-3.92695, 3.61184, -0.97509], [-4.25837, 4.13016, 1.49150], [0.85518, -0.22132, -4.95276], [0.10357, -1.16388, -4.12915], [-0.52010, -2.27233, -4.86370], [-1.44003, -2.90880, -3.83114], [-1.56280, -1.84844, -2.84300], [-2.46749, -2.00895, -1.73355], [-0.60056, -0.89483, -2.98368], [-0.41757, 0.04383, -2.09690], [0.58243, 1.06319, -2.35075], [0.52949, 2.21120, -1.36304], [1.07451, 1.89090, -0.02840], [0.83035, 2.62005, 1.07477], [1.09931, 2.24997, 2.32483], [1.96736, 1.19883, 2.86139], [0.67042, 3.29201, 3.26484], [0.17627, 4.41702, 2.36167], [0.27481, 3.83883, 1.01522], [0.18036, 4.75008, -0.12626], [1.27865, -0.78409, -5.78055], [1.68224, 0.22920, -4.41273], [0.21861, 0.56352, -5.37202], [0.24521, -2.95766, -5.22206], [-1.07586, -1.89213, -5.72609], [-1.00282, -3.80905, -3.38727], [-2.41863, -3.16257, -4.23609], [-2.43818, -2.64905, 0.28643], [-3.43723, -2.30778, -2.12370], [-2.65399, -1.04414, -1.26328], [0.41295, 1.54662, -3.31232], [1.59520, 0.65122, -2.36567], [-0.49836, 2.54100, -1.25711], [1.13414, 3.00949, -1.78679], [3.02144, 1.46524, 2.74621], [1.78165, 0.24115, 2.40891], [1.74221, 1.11091, 3.92119], [1.50733, 3.59501, 3.89195], [-0.11309, 2.89565, 3.90442], [0.80464, 5.30534, 2.42684], [-0.85378, 4.69739, 2.57258], [-0.07981, 5.72777, 0.26966], [-0.60197, 4.46402, -0.82436], [1.13210, 4.84464, -0.65055]]}

5.
{"formula": "C5H6O", "method": "the ωB97M-V functional and the def2-TZVPD basis", "orbital_gap_ev": 10.361, "relative_energy_kcal_mol": 46.3, "e_tot_ha": -269.27240, "species": ["C", "C", "C", "C", "C", "O", "H", "H", "H", "H", "H", "H"], "xyz": [[-2.14076, 0.78398, 0.14862], [-0.83642, 0.19375, 0.38980], [0.23027, -0.24195, 0.75111], [1.60344, -0.69036, 0.53998], [1.55280, -0.43454, -0.97383], [1.94384, 0.57364, -1.50307], [-2.45690, 1.25482, 1.08141], [-2.87274, 0.02500, -0.13866], [-2.10223, 1.55020, -0.63295], [1.74589, -1.74004, 0.82601], [2.35013, -0.06118, 1.03235], [0.98268, -1.21331, -1.52078]]}